Here is C4H6N2O2 as an isolated structure in a non-equilibrium geometry from the OMol25 dataset. Energies are from ωB97M-V/def2-TZVPD.

The energy relative to the best compared isomer or geometry (same formula, charge and spin) is 6.385 eV. The calculation puts the calculated total energy at -415.805974 hartree. The HOMO energy comes out at -7.970 eV. The calculation puts the gap between HOMO and LUMO at 0.3028 Eh.

Geometry as XYZ:
```
14
Properties=species:S:1:pos:R:3:forces:R:3
H 3.00552 -1.58489 1.29417 -3.764 2.517 1.966
C 1.86575 -0.72433 1.87162 2.433 0.217 2.487
H -3.34613 0.69308 -0.24602 1.587 -0.428 -1.127
C -1.45121 0.13938 -0.53219 -0.022 0.441 -3.170
N -2.62620 0.39298 -0.97669 -1.058 0.223 2.994
O -0.64322 -0.34964 -1.58071 0.661 0.089 1.966
N -0.59825 0.40239 0.53558 -1.428 -1.714 -0.607
H 1.37201 -0.74856 -1.66627 1.373 -0.598 -1.226
C 0.74440 0.14755 0.18790 -4.115 -0.305 -5.785
O 1.71452 0.43647 0.95041 2.158 -1.808 3.269
H 0.74685 -1.38327 2.13339 3.720 2.215 -1.087
H 2.31674 0.01751 2.97826 -1.342 -3.151 -3.292
H -0.89498 1.16441 1.03779 -0.356 1.999 1.776
C 0.64119 -0.29936 -1.09417 0.152 0.304 1.836
```
Positions in Å, forces in eV/Å.